No. 1
18
Properties=species:S:1:pos:R:3:forces:R:3 method="wB97M-V/def2-TZVPD" homo_ha=-0.506 charge=+1 de_lowest_kcal_mol=5.0
C 0.96197 -0.14036 -2.19674 -1.2441 0.3044 -0.8135
C 0.57378 -0.78527 -1.07523 0.3699 2.2714 1.6701
C 0.22930 0.22041 0.02767 1.6993 -1.8207 -2.2526
C 0.34206 -2.21527 -0.84814 0.3038 -0.9394 0.8223
C -0.15687 -0.32562 1.34721 -0.7531 2.0853 1.7798
C 0.17196 2.73097 0.17456 -0.7200 1.2342 0.4306
N 0.31497 1.46045 -0.42443 1.0643 -2.4580 -2.1294
S 0.72452 1.55547 -2.09340 0.4186 -0.5641 0.5580
H 1.05319 -0.56932 -3.20770 0.4012 0.1671 0.7157
H 1.03531 -2.97766 -1.22222 -0.0373 0.6959 -0.7166
H 0.43317 -2.41189 0.23862 -0.6398 -0.1957 -0.8799
H -0.65740 -2.35549 -1.25714 -0.1461 -0.8128 0.4285
H -1.25314 -0.09813 1.34441 0.5409 -0.4252 0.6071
H -0.02474 -1.40222 1.37873 -0.0479 0.4489 0.2017
H 0.30396 0.15090 2.30927 -0.7301 -0.6512 -1.9767
H -0.06216 2.46397 1.21891 -0.4711 1.1400 -0.3488
H 1.11760 3.32315 0.13153 -0.7286 -0.5674 0.0504
H -0.61500 3.20590 -0.50344 0.7201 0.0871 1.8535

=====

No. 2
12
Properties=species:S:1:pos:R:3:forces:R:3 method="wB97M-V/def2-TZVPD" homo_ha=-0.335 smiles="[H]/N=c1/[nH]ccc(=O)o1" de_lowest_kcal_mol=42.5
H -2.12531 -2.21436 0.38335 -0.3914 0.5788 -0.7237
N -2.15383 -1.21657 0.08069 2.8908 -2.7148 1.1687
C -0.93148 -0.80565 -0.02297 -1.9552 3.3010 -1.2297
N -0.99610 0.62712 -0.19896 0.9867 -0.2129 -0.4807
C 0.16403 1.37082 -0.12154 -0.3868 1.7478 0.0973
C 1.35522 0.80221 0.17054 1.4409 -0.3228 0.8086
C 1.46188 -0.64455 -0.01999 3.4053 -0.6414 0.1909
O 2.45608 -1.35665 -0.12573 -0.9114 1.9662 0.4607
O 0.34053 -1.33875 -0.20798 -4.8973 -1.0916 0.4945
H -1.98730 0.97475 -0.25138 1.9135 -0.3025 0.0337
H 0.13466 2.50097 -0.31536 -0.4423 -1.8240 0.6940
H 2.28164 1.30067 0.62934 -1.6529 -0.4837 -1.5143

=====

No. 3
17
Properties=species:S:1:pos:R:3:forces:R:3 method="wB97M-V/def2-TZVPD" homo_ha="-0.694 / -0.693" s2=0.76 charge=+2 de_lowest_kcal_mol=64.4 spin_multiplicity=2
N -0.78236 1.29133 -0.46399 2.8889 -1.6117 -3.9831
C -0.12239 0.03267 0.28010 -0.1158 -0.0377 -3.0914
C 1.43743 -0.06572 0.21467 0.2715 -1.6456 3.5327
C 1.95961 1.31561 0.83226 -2.2541 -0.4086 -2.2834
O 1.28097 2.24311 0.41678 1.9923 -0.1112 1.2224
C -0.75966 -1.17940 -0.52815 -4.0777 -2.0002 2.0635
N -1.82854 -2.00997 -0.11649 5.1271 -0.5119 -6.3531
O -0.51890 -1.25137 -1.72545 1.2847 0.0461 -1.4131
H 0.10600 1.91840 -1.00582 -2.9474 -1.6732 2.6787
H -1.38319 0.92239 -1.29440 0.5064 1.2979 2.0601
H -1.25429 1.78047 0.27425 -0.5872 1.1282 -0.1364
H -0.60806 -0.00337 1.24271 0.4273 0.0465 0.5899
H 1.65829 -1.02113 0.87252 -0.3009 1.9840 -0.5024
H 2.00152 -0.43461 -0.64500 -0.6859 0.8217 -0.8050
H 2.79364 1.38779 1.51477 0.3815 0.0478 0.2953
H -1.86981 -2.98108 -0.63338 -0.3524 2.4754 1.2464
H -2.11023 -1.94515 0.76460 -1.5582 0.1524 4.8791

=====

No. 4
17
Properties=species:S:1:pos:R:3:forces:R:3 method="wB97M-V/def2-TZVPD" homo_ha=-0.499 smiles="[H]/N=C(/C)[C@H](Cl)C[NH3+]" charge=+1 de_lowest_kcal_mol=37.6
H 0.40255 0.80304 -2.23394 -0.0576 0.4956 1.4886
N 0.08734 1.46761 -1.48260 0.0255 -0.1522 -0.5368
C 0.20668 1.23736 -0.24927 -0.8313 -0.9508 0.7040
C -0.22261 2.18055 0.82254 1.6282 4.4117 -5.0609
C 0.68780 -0.05377 0.45118 -0.3515 0.8084 -1.6283
Cl 2.05006 -0.54582 -0.49467 1.5349 -1.2206 -0.6029
C -0.33843 -1.18446 0.50015 1.1688 -1.9844 2.4823
N -0.51934 -2.01097 -0.74874 2.1401 -0.0790 0.8307
H 0.68020 2.59278 1.25700 0.2583 -0.1482 0.5646
H -0.61230 3.10428 0.19774 0.0802 -1.7472 1.7263
H -0.84539 1.79367 1.51291 -2.2181 -1.1662 2.2940
H 1.06329 0.16390 1.45488 -0.4362 -0.1417 -0.0999
H -1.28749 -0.90544 0.95712 0.0184 -0.0037 -0.3042
H 0.20666 -1.91434 1.19217 -1.2119 0.7680 -0.6656
H 0.34777 -1.79896 -1.28586 -0.4430 -0.2583 -0.3644
H -1.34272 -1.91007 -1.25284 -1.9434 1.4395 -1.5089
H -0.56404 -3.01938 -0.59776 0.6388 -0.0709 0.6816